No. 1
The following is a DFT calculation (ωB97M-V/def2-TZVPD) of an isolated molecule of C16H26N4OS.

```
48
Properties=species:S:1:pos:R:3:forces:R:3
C 6.448 -0.383 0.798 0.07 -0.08 -0.07
H 7.172 -0.988 1.358 0.00 0.02 -0.03
O 5.467 0.152 1.648 -0.25 0.12 0.17
C 4.720 -0.832 2.323 -0.05 -0.01 0.23
C 3.616 -0.147 3.138 0.56 -0.35 -0.17
N 2.522 0.288 2.315 -0.14 0.13 -0.05
C 1.489 -0.503 1.892 -0.56 -0.11 -0.23
C 0.690 0.257 1.055 0.65 0.09 0.41
C 1.278 1.549 0.989 0.15 -0.14 0.11
C 2.404 1.536 1.756 -0.11 0.42 -0.17
C 3.388 2.622 2.008 0.03 -0.11 0.05
H 3.360 2.946 3.050 0.06 0.09 0.05
H 3.146 3.474 1.379 -0.01 0.07 -0.01
H 4.397 2.285 1.777 0.07 0.10 0.01
H 0.895 2.368 0.415 -0.03 0.23 -0.13
C -0.508 -0.121 0.338 -0.52 -0.29 -0.32
N -1.349 0.803 0.063 0.63 0.30 0.45
N -2.456 0.530 -0.678 -0.80 0.24 0.02
C -2.579 -0.368 -1.714 0.33 -0.37 -0.09
N -3.491 -0.473 -2.573 0.11 -0.43 -0.21
C -4.683 0.332 -2.724 -0.31 0.29 -0.08
C -4.355 1.798 -3.048 -0.01 -0.29 0.03
H -3.604 1.841 -3.833 0.06 0.04 -0.08
H -5.253 2.303 -3.397 -0.07 0.11 -0.01
H -3.981 2.343 -2.183 0.03 0.11 0.05
C -5.590 0.243 -1.487 0.21 -0.04 -0.21
H -5.815 -0.800 -1.274 -0.04 -0.09 0.05
H -5.121 0.677 -0.607 0.00 0.04 0.10
H -6.523 0.769 -1.676 -0.11 0.06 0.01
C -5.418 -0.282 -3.923 0.04 0.21 0.24
H -6.357 0.233 -4.107 -0.15 0.07 -0.06
H -4.792 -0.213 -4.809 0.07 0.00 -0.12
H -5.617 -1.332 -3.730 -0.02 -0.12 0.02
S -1.237 -1.516 -1.885 0.17 0.03 0.37
C -0.711 -1.535 -0.127 -0.41 0.10 -0.61
H -1.501 -2.034 0.441 0.12 -0.01 0.09
H 0.203 -2.120 -0.098 -0.01 0.01 0.10
H -3.056 1.344 -0.736 0.20 -0.27 -0.01
C 1.298 -1.889 2.405 0.14 0.07 -0.05
H 1.480 -1.933 3.479 -0.06 -0.08 0.05
H 0.277 -2.213 2.229 -0.03 -0.07 0.03
H 1.974 -2.598 1.923 0.01 -0.14 0.02
H 3.252 -0.846 3.895 0.04 0.12 -0.03
H 4.050 0.720 3.638 -0.06 -0.10 0.06
H 5.376 -1.407 2.997 -0.06 0.04 -0.05
H 4.274 -1.531 1.599 0.01 0.03 0.08
H 5.998 -1.006 0.016 0.03 0.02 0.01
H 6.958 0.462 0.341 0.05 -0.07 -0.04
```
Positions in Å, forces in eV/Å.

Calculated values
LUMO = 0.616 eV
energy = -35855.8862 eV
multiplicity = 1
structure (SMILES) = COCCn1c(C)cc(C2=NN/C(=N\C(C)(C)C)SC2)c1C
net charge = 0

***

No. 2
The following is a DFT calculation (ωB97M-V/def2-TZVPD) of a structure of composition C16H27BaNO5 at a distorted geometry.

```
50
Properties=species:S:1:pos:R:3:forces:R:3
C -1.052 -1.466 -3.460 -1.11 -0.82 -1.95
C -1.129 -0.574 -4.641 -1.03 0.30 -0.29
H -0.907 -2.499 -3.835 -0.03 0.43 0.28
H -2.102 -1.488 -3.094 0.49 0.19 0.37
C -1.199 0.778 -4.526 0.68 -1.47 -1.15
C -0.963 1.415 -3.265 -1.45 -0.50 3.24
H -1.667 1.049 -2.435 0.43 1.40 -1.50
H -0.742 2.515 -3.325 0.02 -1.22 0.63
C -1.473 -1.225 -5.947 -0.07 -0.39 -0.73
H -1.330 -2.317 -5.947 0.12 0.45 0.15
H -0.890 -0.812 -6.787 -0.19 -0.13 0.30
H -2.538 -1.074 -6.218 0.44 0.11 0.22
C -1.587 1.553 -5.769 0.23 0.75 0.08
H -2.586 1.284 -6.127 0.04 -0.19 0.29
H -0.929 1.406 -6.631 0.13 -0.03 0.28
H -1.639 2.618 -5.568 0.12 0.23 0.00
Ba -1.637 0.397 2.380 -0.19 0.01 -0.85
O -0.284 -0.311 0.209 1.35 0.94 -0.75
C 0.527 0.279 -0.577 -2.80 1.35 1.39
O 0.495 1.510 2.194 1.48 0.26 -1.52
C 1.407 1.683 1.344 -1.40 -0.64 0.94
O 2.401 2.481 1.640 -0.50 -0.65 -0.87
N 1.495 1.140 0.057 -0.36 -0.24 0.33
C 3.250 2.578 0.474 1.41 1.02 0.57
C 2.641 1.745 -0.619 -0.17 -0.05 -0.71
H 4.245 2.256 0.771 -0.02 -0.20 0.04
H 3.332 3.633 0.229 -0.15 0.01 -0.07
H 3.364 1.000 -0.988 -0.54 0.22 -0.04
H 2.276 2.406 -1.410 0.23 -0.35 -0.17
C 0.275 0.289 -2.042 2.75 -1.05 -1.34
C -0.029 -1.212 -2.424 0.45 -0.57 1.41
H 1.190 0.658 -2.585 -0.74 -0.61 0.60
H -0.462 -1.837 -1.595 0.94 1.11 -0.09
H 0.895 -1.770 -2.720 -0.48 0.86 0.22
C -3.152 -1.152 5.005 -0.20 -0.15 0.37
O -1.852 -0.952 4.443 0.16 0.38 -0.24
C -0.726 -1.762 4.794 0.83 -0.66 0.23
C 0.539 -0.866 4.839 0.34 0.12 0.34
O 1.569 -1.569 5.507 -0.81 0.12 -0.54
C 2.712 -0.844 5.983 -0.17 -0.11 0.13
H -3.873 -1.283 4.193 0.04 -0.16 0.07
H -3.432 -0.266 5.578 0.08 -0.15 0.08
H -3.169 -2.032 5.651 -0.03 0.09 -0.11
H -0.903 -2.270 5.753 0.17 0.25 -0.25
H -0.569 -2.522 4.004 -0.23 0.10 0.48
H 0.852 -0.629 3.788 -0.06 -0.04 0.45
H 0.299 0.099 5.333 0.05 -0.38 -0.04
H 2.852 0.127 5.507 -0.14 -0.03 -0.19
H 2.624 -0.698 7.060 -0.09 0.06 -0.01
H 3.583 -1.469 5.799 0.00 0.03 -0.08
```
Positions in Å, forces in eV/Å.

Calculated values
LUMO = -6.429 eV
energy = -29435.1359 eV
multiplicity = 1
net charge = +2

***

No. 3
The following is a DFT calculation (ωB97M-V/def2-TZVPD) of a structure of composition C16H27Cl2N2O3SV.

```
52
Properties=species:S:1:pos:R:3:forces:R:3
V 0.856 0.677 -0.739 -0.15 0.12 -0.20
Cl -4.832 -1.888 -3.966 0.00 0.00 -0.01
C -3.629 -0.977 -3.072 0.06 0.01 0.02
C -4.054 0.141 -2.346 0.04 0.01 0.00
C -3.086 0.830 -1.649 -0.25 0.09 0.02
Cl -3.582 2.260 -0.770 0.08 -0.12 -0.04
C -1.736 0.464 -1.609 0.17 0.11 0.08
O -0.888 1.234 -0.921 0.29 -0.20 -0.04
C -1.313 -0.693 -2.360 -0.20 0.02 -0.02
C -0.009 -1.204 -2.437 0.05 0.04 0.16
O 1.019 -0.826 -1.662 -0.15 -0.09 -0.14
C -2.329 -1.380 -3.094 -0.04 -0.02 -0.04
H -5.085 0.458 -2.338 0.00 0.00 0.01
H 0.201 -2.006 -3.135 0.06 -0.05 0.03
H -2.046 -2.258 -3.661 -0.03 0.00 -0.01
N -0.571 -1.912 0.578 0.06 -0.09 0.21
C -1.220 -2.721 1.612 -0.05 -0.02 -0.09
C -2.725 -2.849 1.334 -0.03 0.02 0.01
C -3.638 -1.932 2.153 0.01 0.03 -0.01
C -3.603 -0.465 1.746 0.03 -0.02 -0.07
N -2.325 0.163 2.075 0.05 0.04 0.02
H -0.743 -2.305 -0.341 0.04 0.06 -0.03
H 0.433 -1.896 0.712 0.00 0.07 -0.04
H -1.062 -2.228 2.574 -0.01 -0.02 0.02
H -0.780 -3.724 1.691 0.00 -0.01 -0.02
H -3.029 -3.885 1.505 -0.01 0.00 0.03
H -2.896 -2.650 0.269 -0.01 -0.04 0.01
H -3.382 -2.011 3.215 0.01 -0.01 0.00
H -4.668 -2.289 2.044 0.01 0.01 -0.01
H -4.388 0.070 2.288 -0.01 -0.01 0.00
H -3.857 -0.399 0.676 0.02 0.00 0.04
H -2.346 1.136 1.794 -0.04 0.03 0.00
H -1.582 -0.251 1.514 -0.05 0.01 -0.06
C 1.730 0.899 1.054 0.18 -0.03 -0.03
H 1.847 0.097 1.789 0.08 0.00 -0.03
H 1.286 1.780 1.541 -0.06 -0.02 -0.03
C 5.031 1.134 -2.203 -0.01 -0.09 -0.06
C 4.828 2.080 -1.034 -0.06 0.00 -0.07
S 3.436 1.381 0.139 -0.11 -0.06 0.09
O 2.426 1.649 -1.139 -0.03 0.05 0.10
C 3.703 2.767 1.289 0.03 0.10 0.09
C 3.869 2.324 2.734 0.02 -0.02 0.00
H 5.970 1.304 -2.740 0.02 0.04 0.05
H 4.214 1.221 -2.917 0.00 0.00 0.02
H 5.044 0.094 -1.854 -0.01 0.01 0.01
H 4.610 3.096 -1.378 0.01 0.00 0.03
H 5.721 2.102 -0.396 -0.01 0.00 0.01
H 2.840 3.428 1.170 0.01 -0.02 0.00
H 4.587 3.308 0.956 -0.01 0.04 0.01
H 3.024 1.726 3.067 -0.01 0.01 0.00
H 3.952 3.196 3.388 -0.01 0.01 0.00
H 4.777 1.730 2.852 -0.01 -0.01 0.00
```
Positions in Å, forces in eV/Å.

Calculated values
LUMO (spin up / spin down) = 2.820 / 2.814 eV
energy = -87719.2700 eV
multiplicity = 2
energy relative to the best compared isomer or geometry (same formula, charge and spin) = 27.0 kcal/mol
<S²> = 0.779
net charge = -1

***

No. 4
The following is a DFT calculation (ωB97M-V/def2-TZVPD) of a structure of composition C16H27ClN3O7Se2W at a distorted geometry.

```
57
Properties=species:S:1:pos:R:3:forces:R:3
W -0.095 0.816 -0.584 0.16 -2.99 -0.63
O 0.783 2.286 4.809 -0.19 -0.06 0.12
C 1.775 2.576 3.857 0.23 0.21 -0.38
C 1.346 1.835 2.550 -0.08 -0.50 0.23
C 1.146 0.344 2.940 0.60 -0.07 -0.39
O -0.178 0.022 3.251 -0.67 0.32 0.39
C 2.478 1.967 1.541 -0.38 0.11 -0.22
Se 2.252 0.833 -0.129 0.30 0.41 0.89
C 0.058 2.557 2.113 0.05 0.46 0.16
Se -1.480 1.566 1.178 1.08 -0.04 1.08
H 0.999 2.709 5.651 -0.09 -0.06 -0.02
H 2.755 2.204 4.184 -0.07 0.01 -0.15
H 1.858 3.654 3.674 0.03 -0.03 0.03
H 1.815 0.110 3.776 -0.05 0.02 -0.06
H 1.431 -0.314 2.102 -0.07 0.30 0.40
H -0.410 0.514 4.059 0.03 -0.20 -0.02
H 3.426 1.621 1.962 -0.03 -0.15 -0.23
H 2.610 2.993 1.194 0.04 -0.05 -0.07
H 0.294 3.418 1.478 -0.22 -0.20 0.05
H -0.458 2.924 3.007 -0.18 -0.18 -0.22
O 1.116 1.487 -2.774 0.39 -0.39 -0.38
C 1.011 0.791 -4.051 0.04 -0.43 -0.10
C 1.719 -0.557 -3.971 -0.27 0.32 0.26
C 1.133 -1.448 -2.854 0.32 0.11 -0.07
C -0.367 -1.494 -2.878 0.62 0.12 0.44
C -1.045 -2.293 -3.795 -0.23 0.25 0.35
C -2.427 -2.344 -3.770 0.20 0.18 0.16
C -3.104 -1.594 -2.808 0.21 0.07 0.17
C -2.380 -0.807 -1.938 -0.14 0.26 0.32
N -1.023 -0.734 -1.968 -0.22 0.30 -0.39
H 1.865 2.111 -2.853 -0.38 -0.34 0.44
H 1.444 1.408 -4.837 -0.05 0.09 0.10
H -0.060 0.679 -4.256 0.20 0.07 0.02
H 2.787 -0.414 -3.780 -0.09 -0.03 -0.11
H 1.622 -1.048 -4.940 0.00 -0.05 -0.01
H 1.487 -1.119 -1.851 -0.21 -0.25 -0.56
H 1.517 -2.460 -3.005 0.00 0.03 0.20
H -0.483 -2.874 -4.510 0.11 -0.04 -0.01
H -2.969 -2.960 -4.472 -0.07 -0.04 -0.06
H -4.179 -1.627 -2.737 -0.10 0.07 0.06
H -2.888 -0.208 -1.173 0.14 -0.20 -0.37
C -2.221 -3.506 1.758 -0.77 -0.63 -0.19
N -1.018 -2.731 2.040 -0.29 -0.57 0.35
C -0.417 -2.977 3.343 0.39 -0.09 0.91
C -0.590 -1.888 1.214 0.90 2.12 -1.87
N -0.198 -1.112 0.401 -0.44 -0.52 0.79
H -1.972 -4.569 1.754 0.04 0.10 -0.05
H -2.651 -3.233 0.798 0.07 0.04 -0.01
H -2.957 -3.331 2.545 0.09 0.09 -0.04
H -0.342 -4.053 3.497 0.04 0.03 -0.15
H -1.057 -2.562 4.122 0.02 0.02 -0.10
H 0.570 -2.531 3.417 -0.02 -0.01 -0.10
O -1.320 1.758 -1.886 -1.36 -1.06 -0.93
Cl -0.907 3.180 -1.699 0.48 0.32 -0.46
O -0.482 3.703 -2.883 0.23 1.08 -1.59
O -1.869 3.840 -0.993 -1.79 1.41 1.05
O 0.253 2.884 -0.820 1.44 0.26 0.98
```
Positions in Å, forces in eV/Å.

Calculated values
LUMO (spin up / spin down) = -11.708 / -12.172 eV
energy = -180836.7399 eV
multiplicity = 1
energy relative to the best compared isomer or geometry (same formula, charge and spin) = 29.9 kcal/mol
net charge = +3